A:
A cluster of 2 separate species, C7H14N2 in total. Source: the OMol25 dataset; level of theory: the ωB97M-V functional and the def2-TZVPD basis.

Geometry as XYZ:
```
23
Properties=species:S:1:pos:R:3:lowdin_charge:R:1
C -1.128 -1.771 0.037 -0.303
C -1.297 0.014 1.713 -0.086
C 0.628 -1.462 1.672 -0.099
C 1.682 -0.506 -1.620 -0.057
C -0.593 0.362 -1.920 -0.116
C -0.546 -0.934 0.938 -0.422
C 0.581 0.351 -1.021 -0.365
N -1.611 -2.361 -0.834 0.147
N 0.883 1.537 -0.325 0.124
H -0.868 1.079 1.646 0.097
H -2.248 0.336 1.369 0.075
H -1.126 -0.193 2.731 0.066
H 1.242 -0.765 2.237 0.067
H 1.352 -1.898 0.931 0.081
H 0.318 -2.210 2.518 0.121
H 2.473 -0.647 -0.826 0.087
H 2.183 -0.063 -2.491 0.091
H 1.267 -1.480 -1.809 0.068
H -1.604 0.358 -1.450 0.079
H -0.569 1.177 -2.679 0.088
H -0.834 -0.504 -2.672 0.114
H 1.412 1.571 0.459 0.047
H 0.256 2.317 -0.387 0.093
```

E_HOMO (alpha / beta) = -6.95 / -7.34 eV
Charge = 0


B:
The molecule C7H14N2. Source: the OMol25 dataset; level of theory: the ωB97M-V functional and the def2-TZVPD basis.

Geometry as XYZ:
```
23
Properties=species:S:1:pos:R:3:lowdin_charge:R:1
C -0.401 0.635 0.221 -0.364
C -0.423 -1.867 0.018 -0.084
C -0.190 0.799 1.718 -0.064
C 2.653 0.089 0.007 -0.045
N 0.108 -0.564 -0.356 -0.153
C 1.556 -0.491 -0.847 -0.381
C -2.017 0.624 -0.140 -0.102
C -2.580 1.496 -0.981 -0.012
N 1.866 -1.048 -1.958 0.133
H 0.003 1.512 -0.298 0.134
H 1.021 -1.416 -2.402 0.054
H -2.639 -0.124 0.345 0.090
H 0.377 -2.614 0.072 0.089
H -0.917 -1.855 0.995 0.075
H -1.141 -2.202 -0.735 0.078
H -0.313 -0.134 2.272 0.073
H -0.898 1.527 2.127 0.080
H 0.804 1.207 1.924 0.065
H 2.601 -0.347 1.009 0.079
H 3.636 -0.145 -0.414 0.079
H 2.541 1.172 0.084 0.074
H -3.654 1.501 -1.158 0.049
H -1.992 2.245 -1.504 0.053
```

E_HOMO = -8.39 eV
SMILES = [H]/N=C(/C)N(C)[C@H](C)C=C
Charge = 0


Most favorable structure: B. The second most favorable one is 0.0685 hartree above it.


A:
A cluster of 2 separate species, C7H14N2 in total. Source: the OMol25 dataset; level of theory: the ωB97M-V functional and the def2-TZVPD basis.

Geometry as XYZ:
```
23
Properties=species:S:1:pos:R:3:lowdin_charge:R:1
C -3.830 0.590 -0.107 -0.080
C -2.725 1.137 0.352 -0.094
C 1.358 1.314 0.702 -0.056
C 2.404 -0.969 0.678 -0.043
C 1.633 0.096 -1.470 -0.044
C 0.031 -0.681 0.208 0.005
C 1.349 -0.065 0.029 -0.601
N -1.480 -2.507 0.131 0.045
N -0.655 -1.615 -0.002 -0.111
H -4.238 -0.315 0.310 0.041
H -4.385 1.026 -0.925 0.042
H -2.171 0.700 1.166 0.037
H 2.306 1.817 0.517 0.084
H 0.554 1.931 0.303 0.077
H 1.221 1.216 1.777 0.086
H 2.444 -1.936 0.181 0.088
H 3.384 -0.500 0.615 0.086
H 2.166 -1.133 1.730 0.089
H 1.583 -0.865 -1.979 0.087
H 0.906 0.767 -1.923 0.086
H 2.628 0.515 -1.613 0.086
H -2.312 2.041 -0.072 0.044
H -2.173 -2.565 -0.607 0.047
```

E_HOMO = -8.15 eV
Charge = 0


B:
A structure of composition C7H14N2. Source: the OMol25 dataset; level of theory: the ωB97M-V functional and the def2-TZVPD basis.

Geometry as XYZ:
```
23
Properties=species:S:1:pos:R:3:lowdin_charge:R:1
C -1.216 -1.044 -0.554 0.046
C -0.342 2.984 -0.153 -0.137
C -1.107 -0.643 1.909 -0.058
C 1.729 -1.994 -0.354 -0.119
C -0.153 0.634 -0.387 -0.336
C -0.376 -0.953 0.624 -0.473
N 0.538 0.630 -1.586 0.124
C 0.971 -1.297 0.708 -0.145
N -0.436 1.625 0.335 0.005
H 0.146 0.117 -2.356 0.092
H 0.950 1.511 -1.854 0.090
H -2.270 -0.839 -0.432 0.086
H -0.862 -1.579 -1.426 0.071
H 1.496 -1.004 1.607 0.104
H -0.591 3.082 -1.221 0.072
H -1.029 3.610 0.417 0.067
H 0.667 3.386 -0.003 0.074
H -1.906 0.081 1.762 0.072
H -0.436 -0.232 2.659 0.081
H -1.577 -1.564 2.260 0.088
H 2.589 -2.528 0.050 0.069
H 1.103 -2.701 -0.910 0.071
H 2.113 -1.281 -1.097 0.060
```

E_HOMO = -6.60 eV
Charge = 0


C:
The molecule C7H14N2. Source: the OMol25 dataset; level of theory: the ωB97M-V functional and the def2-TZVPD basis.

Geometry as XYZ:
```
23
Properties=species:S:1:pos:R:3:lowdin_charge:R:1
C 0.052 -1.790 -0.379 -0.129
C -0.338 0.468 0.278 -0.283
C 0.856 -0.527 -0.058 -0.469
C -0.209 1.870 -0.375 -0.021
C 1.694 -0.590 1.271 -0.037
C 1.748 -0.091 -1.220 -0.062
C -2.791 0.007 0.317 -0.077
N -1.202 -1.645 -0.390 0.076
N -1.478 -0.327 -0.198 -0.215
H 0.541 -2.819 -0.463 0.134
H -0.334 0.600 1.350 0.119
H -0.434 1.700 -1.396 0.072
H 0.848 2.171 -0.261 0.084
H -0.960 2.439 0.036 0.044
H 1.749 0.420 1.657 0.070
H 2.675 -0.899 0.941 0.064
H 1.244 -1.233 2.089 0.108
H 2.081 0.877 -0.858 0.059
H 1.240 0.018 -2.212 0.099
H 2.572 -0.865 -1.437 0.111
H -3.640 -0.614 -0.027 0.081
H -2.840 -0.117 1.456 0.103
H -3.074 0.947 -0.122 0.067
```

E_HOMO = -7.90 eV
SMILES = C[C@H]1N(C)N=CC1(C)C
Charge = 0


D:
A cluster of 2 separate species, C7H14N2 in total. Source: the OMol25 dataset; level of theory: the ωB97M-V functional and the def2-TZVPD basis.

Geometry as XYZ:
```
23
Properties=species:S:1:pos:R:3:lowdin_charge:R:1
C 1.875 3.014 -1.466 -0.054
C 1.254 -0.476 -1.536 -0.194
C 1.234 1.694 -1.625 -0.394
C 0.065 1.292 -2.239 -0.043
N 1.928 0.615 -1.188 0.080
N 0.142 -0.117 -2.212 0.023
H 1.684 -1.448 -1.364 0.113
H -0.218 -0.564 -3.041 0.141
H -0.740 1.825 -2.705 0.102
H 1.265 3.910 -1.470 0.068
H 2.465 3.123 -2.391 0.085
H 2.471 2.984 -0.549 0.079
C -0.715 -1.146 1.926 -0.337
C -1.063 -2.422 1.155 -0.138
C -1.778 -0.636 2.863 -0.131
H 0.225 -1.357 2.489 0.109
H -0.452 -0.413 1.142 0.090
H -1.744 -2.307 0.310 0.064
H -1.740 -1.258 3.751 0.070
H -1.648 0.379 3.221 0.062
H -1.617 -3.133 1.796 0.071
H -0.172 -2.943 0.831 0.055
H -2.721 -0.616 2.302 0.078
```

E_HOMO = -8.63 eV
SMILES = Cc1c[nH]cn1.CCC
Charge = 0


Most favorable structure: D. The second most favorable one is 0.0491 hartree above it.


A:
The molecule C7H14N2. Source: the OMol25 dataset; level of theory: the ωB97M-V functional and the def2-TZVPD basis.

Geometry as XYZ:
```
23
Properties=species:S:1:pos:R:3:lowdin_charge:R:1
C 0.549 -0.521 2.413 -0.096
C -0.881 -0.073 2.062 -0.264
C -1.481 -0.823 0.906 -0.197
C -0.681 0.675 -1.020 -0.156
C 1.081 1.652 -2.346 -0.092
C 1.105 -0.675 -1.633 -0.115
C 0.420 -1.405 -0.694 -0.094
H 0.493 -1.595 2.613 0.073
H 0.892 -0.035 3.318 0.063
H 1.207 -0.346 1.561 0.056
H -1.577 -0.247 2.894 0.110
H -0.961 0.984 1.839 0.088
H -2.473 -0.368 0.736 0.113
H -1.630 -1.904 1.031 0.117
H -1.650 1.028 -1.330 0.118
H -0.273 1.348 -0.211 0.118
H 1.812 1.400 -3.100 0.074
H 1.565 2.126 -1.468 0.087
H 0.361 2.345 -2.787 0.082
H 2.081 -0.906 -2.054 0.104
H 0.551 -2.372 -0.204 0.113
N -0.826 -0.713 -0.466 -0.122
N 0.317 0.424 -2.059 -0.179
```

E_HOMO = -6.89 eV
SMILES = CCCN1C=CN(C)C1
Charge = 0


B:
The molecule C7H14N2. Source: the OMol25 dataset; level of theory: the ωB97M-V functional and the def2-TZVPD basis.

Geometry as XYZ:
```
23
Properties=species:S:1:pos:R:3:lowdin_charge:R:1
C 0.713 0.191 -1.947 -0.205
C -0.407 1.007 -2.587 -0.302
C -1.512 1.609 -1.476 -0.171
C -0.786 1.747 -0.132 -0.176
C -0.801 -1.249 1.305 -0.096
C 0.743 -1.062 1.736 -0.306
C 1.430 -1.847 2.864 -0.198
H 1.669 0.477 -2.665 0.105
H 1.190 0.889 -1.048 0.099
H 0.424 -0.944 -1.602 0.116
H -1.083 0.309 -3.434 0.141
H 0.023 1.821 -3.467 0.134
H -2.249 2.352 -1.738 0.095
H -2.132 0.785 -1.349 0.047
H -0.301 2.831 0.137 0.143
H -1.029 -2.327 1.075 0.106
H 0.832 -0.012 2.302 0.131
H 1.182 -1.132 0.761 0.060
H 1.237 -1.815 4.082 0.101
H 2.598 -1.375 2.692 0.129
H 1.070 -3.056 2.732 0.107
N -1.250 1.024 0.866 -0.024
N -1.560 -0.224 0.891 -0.035
```

E_HOMO = -7.93 eV
SMILES = CC/C=N\N=C/CCC
Charge = 0


C:
The molecule C7H14N2. Source: the OMol25 dataset; level of theory: the ωB97M-V functional and the def2-TZVPD basis.

Geometry as XYZ:
```
23
Properties=species:S:1:pos:R:3:lowdin_charge:R:1
C -1.012 0.204 -0.391 -0.461
C 0.159 1.346 -0.222 -0.284
C 1.447 -2.152 0.549 -0.284
C -2.392 0.478 0.160 -0.035
C -0.093 2.595 0.572 -0.064
N -0.557 1.121 -1.439 0.055
N 2.426 -1.532 -0.343 -0.005
C 0.194 -1.325 0.538 -0.105
C -0.632 -1.212 -0.526 -0.040
H 0.000 0.666 -2.156 0.097
H 1.180 0.978 -0.181 0.118
H 2.113 -1.603 -1.304 0.063
H 3.313 -2.019 -0.289 0.063
H 0.015 -0.868 1.501 0.117
H 1.880 -2.190 1.549 0.105
H 1.187 -3.183 0.256 0.109
H -0.496 -1.704 -1.484 0.113
H -2.842 1.343 -0.311 0.074
H -2.359 0.653 1.224 0.072
H -3.068 -0.353 -0.029 0.076
H -0.156 2.379 1.640 0.074
H -1.022 3.072 0.270 0.073
H 0.716 3.306 0.414 0.070
```

E_HOMO = -8.00 eV
SMILES = C[C@@H]1N[C@@]1(C)/C=C/CN
Charge = 0


Most favorable structure: A. The second most favorable one is 0.0582 hartree above it.


A:
A cluster of 2 separate species, C4H10NS2 in total. Source: the OMol25 dataset; level of theory: the ωB97M-V functional and the def2-TZVPD basis.

Geometry as XYZ:
```
17
Properties=species:S:1:pos:R:3:lowdin_charge:R:1
C -3.940 0.262 0.330 -0.614
C -0.342 0.807 1.052 -0.035
C 0.325 0.043 -1.424 -0.141
C 0.030 -0.323 -0.006 -0.772
N 1.134 -1.126 0.653 0.203
S -5.372 -0.133 0.079 0.768
S -1.431 -1.455 -0.365 0.848
H -2.088 -0.871 0.529 -0.255
H -0.128 0.384 2.065 0.094
H 0.229 1.757 0.974 0.106
H -1.372 1.105 0.936 0.044
H 0.161 -0.949 -2.018 0.091
H 1.223 0.540 -1.546 0.054
H -0.535 0.752 -1.823 0.148
H 1.994 -0.644 0.599 0.154
H 0.793 -1.023 1.613 0.141
H 1.019 -2.085 0.278 0.166
```

E_HOMO = -13.50 eV
Charge = +1


B:
A structure of composition C4H10NS2. Source: the OMol25 dataset; level of theory: the ωB97M-V functional and the def2-TZVPD basis.

Geometry as XYZ:
```
17
Properties=species:S:1:pos:R:3:lowdin_charge:R:1
C 0.714 0.909 0.338 -0.706
C -1.384 -0.710 0.884 -0.037
C 1.966 0.259 0.784 -0.541
C -0.548 -0.420 -0.351 -0.226
N -1.260 0.428 -1.356 0.115
S 0.149 2.414 0.191 0.866
S 2.885 -0.218 -0.787 0.762
H -1.600 0.183 1.425 0.089
H -1.028 -1.455 1.446 0.057
H -2.262 -1.015 0.441 0.063
H 2.655 1.026 1.413 0.142
H 1.613 -0.515 1.410 0.066
H -0.086 -1.273 -0.791 0.116
H -2.338 0.400 -1.162 0.209
H -1.259 0.065 -2.268 0.139
H -1.033 1.445 -1.107 0.021
H 2.819 -1.524 -0.510 -0.133
```

E_HOMO = -13.29 eV
Charge = +1


C:
A cluster of 2 separate species, C4H10NS2 in total. Source: the OMol25 dataset; level of theory: the ωB97M-V functional and the def2-TZVPD basis.

Geometry as XYZ:
```
17
Properties=species:S:1:pos:R:3:lowdin_charge:R:1
C 1.547 2.146 0.649 -0.121
C 1.403 3.311 0.052 0.111
C 0.570 -0.028 0.905 0.167
N 0.458 1.211 0.654 0.054
H 2.425 1.784 1.159 0.131
H 0.466 3.593 -0.411 0.088
H 2.220 4.013 0.035 0.091
H -0.291 -0.692 0.896 0.046
H 1.517 -0.438 1.243 0.137
H -0.425 1.568 0.295 0.182
C -2.159 -1.666 -0.698 -0.494
S -1.282 -2.976 0.211 0.385
S 0.371 -3.171 -1.033 0.325
H -1.446 -0.987 -1.166 0.006
H -2.773 -1.112 0.010 0.035
H -2.803 -2.092 -1.462 0.038
H 0.200 -4.464 -1.338 -0.181
```

E_HOMO = -12.07 eV
Charge = +1


Most favorable structure: C. The second most favorable one is 0.0371 hartree above it.


A:
A cluster of 2 separate species, C3H5N2OS in total. Source: the OMol25 dataset; level of theory: the ωB97M-V functional and the def2-TZVPD basis.

Geometry as XYZ:
```
12
Properties=species:S:1:pos:R:3:lowdin_charge:R:1
C 2.000 0.949 0.091 -0.011
C 0.195 -0.246 -0.418 0.141
C 1.001 -1.052 0.361 0.018
N 2.129 -0.256 0.648 0.118
N 0.774 0.934 -0.535 0.091
O -4.111 -0.734 -0.619 -0.631
S -3.982 0.390 0.513 0.597
H 2.529 1.862 0.033 0.154
H 0.947 -1.984 0.755 0.095
H -4.899 -1.147 -0.974 0.048
H 2.953 -0.470 1.204 0.190
H 0.463 1.754 -1.059 0.191
```

E_HOMO (alpha / beta) = -11.45 / -11.78 eV
Charge = +1


B:
The ion C3H5N2OS with charge +1. Source: the OMol25 dataset; level of theory: the ωB97M-V functional and the def2-TZVPD basis.

Geometry as XYZ:
```
12
Properties=species:S:1:pos:R:3:lowdin_charge:R:1
C 0.320 -0.673 -0.454 -0.203
C -2.104 -0.305 -0.048 -0.111
C 0.356 1.212 0.966 -0.016
N 0.876 0.338 0.181 -0.505
N -1.039 -0.994 -0.213 0.172
O -3.075 0.081 0.404 0.342
S 2.599 0.678 -0.268 0.917
H 0.897 -1.474 -0.826 0.100
H -0.716 1.190 1.058 0.066
H 0.795 2.203 1.019 0.092
H -1.346 -1.837 -0.635 0.187
H 2.438 -0.421 -1.185 -0.041
```

E_HOMO (alpha / beta) = -12.44 / -12.44 eV
Charge = +1


C:
The ion C3H5N2OS with charge +1. Source: the OMol25 dataset; level of theory: the ωB97M-V functional and the def2-TZVPD basis.

Geometry as XYZ:
```
12
Properties=species:S:1:pos:R:3:lowdin_charge:R:1
C 0.282 -0.749 0.788 0.022
C -0.698 -0.686 -1.158 -0.450
C -0.254 0.702 -0.938 -0.128
N 0.333 0.541 0.386 0.103
N -0.530 -1.463 0.008 0.136
O -1.786 -2.630 -2.126 -0.546
S -1.557 -1.291 -2.545 1.043
H 0.703 -1.238 1.637 0.168
H 0.473 0.910 -1.737 0.154
H -1.126 1.380 -0.723 0.167
H 1.024 1.229 0.572 0.161
H -1.016 -2.352 0.009 0.170
```

E_HOMO (alpha / beta) = -12.92 / -12.92 eV
Charge = +1


Most favorable structure: C. The second most favorable one is 0.0873 hartree above it.